# 1
C6H15NO2 as an isolated structure. Source: the Open Molecules 2025 dataset; level of theory: wB97M-V/def2-TZVPD.

As for the HOMO-LUMO gap: 7.9145 eV. As for the HOMO energy: -8.1632 eV.

Structure (ORCA input):
```
! wB97M-V def2-TZVPD RIJCOSX def2/J DEFGRID3
* xyz 0 1
C -0.914 -1.003 -0.703
C 1.081 0.929 -0.771
C 0.183 -0.563 -1.471
C 2.322 0.363 -0.077
C -2.302 -0.633 -0.992
C 2.078 -0.504 1.155
N -2.192 0.806 1.557
O -0.910 0.242 1.415
O 0.273 1.683 -0.070
H -0.296 1.000 0.755
H -0.749 -1.748 0.063
H 1.353 1.370 -1.739
H -2.091 1.808 1.717
H -2.592 0.393 2.395
H -0.097 -0.164 -2.441
H 1.010 -1.264 -1.514
H 2.920 -0.179 -0.816
H 2.905 1.245 0.212
H -2.963 -1.503 -0.931
H -2.660 0.060 -0.195
H -2.413 -0.146 -1.961
H 1.483 0.022 1.900
H 1.544 -1.422 0.899
H 3.027 -0.790 1.613
*
```

=====

# 2
C6H7NO as an isolated structure. Source: the Open Molecules 2025 dataset; level of theory: wB97M-V/def2-TZVPD.

As for the HOMO-LUMO gap (spin up / spin down): 6.1364 / 6.8091 eV. As for the expectation value of S²: 2.013. As for the HOMO energy (spin up / spin down): -5.0371 / -8.7047 eV.

Structure (ORCA input):
```
! wB97M-V def2-TZVPD RIJCOSX def2/J DEFGRID3
* xyz 0 3
C -0.112 0.863 1.675
C 1.091 0.441 1.246
C 0.761 -0.153 -1.516
C -0.729 0.732 0.287
C 0.144 -1.320 -0.708
C 0.603 0.130 -0.091
N -1.725 -0.213 -0.080
O -1.213 -1.327 -0.709
H -0.358 1.261 2.559
H 2.127 0.604 1.653
H 1.711 -0.249 -1.998
H 0.115 0.451 -2.088
H -0.881 1.642 -0.258
H 0.659 -2.340 -0.687
H -2.192 -0.523 0.716
*
```

=====

# 3
CH5PS2 in the gas phase. Source: the Open Molecules 2025 dataset; level of theory: wB97M-V/def2-TZVPD.

As for the HOMO-LUMO gap: 9.6291 eV. As for the SMILES: PC(S)S. As for the HOMO energy: -9.1738 eV.

Structure (ORCA input):
```
! wB97M-V def2-TZVPD RIJCOSX def2/J DEFGRID3
* xyz 0 1
C -0.510 0.307 -0.614
P 1.351 0.906 0.081
S -0.481 -1.542 0.100
S -1.598 1.529 0.155
H -0.540 0.400 -1.746
H 0.880 0.366 1.411
H 1.965 -0.314 -0.190
H -1.480 -2.162 -0.514
H -0.761 1.949 1.049
*
```

=====

# 4
C2H3FIN in the gas phase. Source: the Open Molecules 2025 dataset; level of theory: wB97M-V/def2-TZVPD.

As for the HOMO-LUMO gap: 9.6541 eV. As for the SMILES: [H]/N=C(\F)CI. As for the HOMO energy: -9.9756 eV.

Structure (ORCA input):
```
! wB97M-V def2-TZVPD RIJCOSX def2/J DEFGRID3
* xyz 0 1
C -0.211 0.481 0.301
C 0.449 -0.599 -0.527
N -1.321 0.913 0.332
F 0.899 1.147 1.246
I 0.143 -2.674 0.067
H 0.030 -0.543 -1.474
H 1.538 -0.431 -0.827
H -1.526 1.707 0.882
*
```

=====

# 5
A 2-piece molecular cluster, C7H9OP overall. Source: the Open Molecules 2025 dataset; level of theory: wB97M-V/def2-TZVPD.

As for the HOMO-LUMO gap (spin up / spin down): 8.7587 / 8.0681 eV. As for the HOMO energy (spin up / spin down): -9.6391 / -8.2427 eV.

Structure (ORCA input):
```
! wB97M-V def2-TZVPD RIJCOSX def2/J DEFGRID3
* xyz 0 1
C -0.133 2.278 -1.646
C -1.299 1.590 -1.408
C 1.062 1.845 -1.039
C -1.326 0.367 -0.745
C 1.036 0.607 -0.248
C -0.150 -0.167 -0.309
C 0.951 -1.724 1.979
O 0.255 -2.823 -0.497
P -0.102 -1.800 0.522
H -0.205 3.318 -2.195
H -2.246 1.800 -1.894
H 1.986 2.314 -1.292
H -2.237 -0.100 -0.639
H 1.855 0.211 0.198
H 0.344 -0.995 2.440
H 0.994 -2.650 2.594
H 2.047 -1.575 1.880
H -2.832 -2.494 2.300
*
```

=====

# 6
A 2-piece molecular cluster, C2H4N2S overall. Source: the Open Molecules 2025 dataset; level of theory: wB97M-V/def2-TZVPD.

As for the HOMO-LUMO gap (spin up / spin down): 6.9395 / 6.9085 eV. As for the HOMO energy (spin up / spin down): -8.4440 / -8.2388 eV.

Structure (ORCA input):
```
! wB97M-V def2-TZVPD RIJCOSX def2/J DEFGRID3
* xyz 0 1
C 0.063 1.002 -0.138
C 0.690 -0.143 0.282
N -0.864 1.525 0.459
N 0.357 -1.357 0.682
S 3.287 0.405 -0.482
H 0.735 1.466 -1.054
H -1.230 2.409 0.202
H -0.533 -1.797 0.463
H 1.203 -2.027 0.684
*
```

=====

# 7
C18H18N4O3S in the gas phase. Source: the Open Molecules 2025 dataset; level of theory: wB97M-V/def2-TZVPD.

As for the HOMO-LUMO gap: 9.0391 eV. As for the SMILES: CSc1ccccc1OCc1cc(C(=O)N(C)Cc2ccncn2)no1. As for the HOMO energy: -8.4120 eV.

Structure (ORCA input):
```
! wB97M-V def2-TZVPD RIJCOSX def2/J DEFGRID3
* xyz 0 1
C -1.125 -1.575 1.613
H -0.792 -1.447 0.587
H -0.381 -1.184 2.301
H -1.312 -2.622 1.833
S -2.623 -0.581 1.898
C -3.556 -0.921 0.411
C -3.729 -2.263 0.081
C -4.437 -2.654 -1.034
C -5.014 -1.687 -1.843
C -4.862 -0.357 -1.523
C -4.133 0.058 -0.402
O -4.119 1.420 -0.273
C -3.279 2.094 0.624
C -1.828 1.848 0.368
C -1.176 1.110 -0.579
C 0.191 1.243 -0.223
N 0.313 2.010 0.834
O -0.931 2.390 1.203
C 1.276 0.461 -0.869
O 1.013 -0.665 -1.272
N 2.499 1.006 -0.997
C 2.917 2.298 -0.514
H 2.137 2.743 0.096
H 3.816 2.185 0.095
H 3.153 2.952 -1.358
C 3.533 0.225 -1.650
C 4.482 -0.384 -0.654
N 5.776 -0.132 -0.817
C 6.607 -0.668 0.058
N 6.282 -1.423 1.090
C 4.991 -1.672 1.258
C 4.025 -1.171 0.400
H 2.976 -1.381 0.527
H 4.735 -2.294 2.106
H 7.660 -0.462 -0.085
H 4.096 0.861 -2.338
H 3.034 -0.576 -2.206
H -1.577 0.546 -1.393
H -3.506 1.845 1.669
H -3.505 3.156 0.466
H -5.298 0.418 -2.134
H -5.578 -1.969 -2.718
H -4.546 -3.702 -1.264
H -3.299 -3.012 0.727
*
```

=====

# 8
C21H27FN4OS in the gas phase. Source: the Open Molecules 2025 dataset; level of theory: wB97M-V/def2-TZVPD.

As for the HOMO-LUMO gap: 8.6672 eV. As for the SMILES: CCCCN(CC)CCNC(=O)c1cc2c(-c3ccccc3F)nn(C)c2s1. As for the HOMO energy: -8.1724 eV.

Structure (ORCA input):
```
! wB97M-V def2-TZVPD RIJCOSX def2/J DEFGRID3
* xyz 0 1
C -1.157 -2.437 2.061
C -2.639 -2.118 2.214
C -3.097 -1.114 1.161
C -4.591 -0.798 1.251
N -4.986 0.113 0.192
C -4.638 1.505 0.423
H -5.520 2.124 0.631
C -3.908 2.089 -0.798
N -2.692 1.365 -1.072
C -1.506 1.763 -0.549
O -1.343 2.845 -0.013
C -0.391 0.812 -0.695
C 0.881 1.038 -0.264
C 1.736 -0.065 -0.497
C 1.043 -1.124 -1.103
N 1.886 -2.156 -1.258
N 3.094 -1.832 -0.782
C 3.046 -0.585 -0.324
C 4.234 0.017 0.259
C 4.457 1.393 0.283
C 5.595 1.944 0.840
C 6.553 1.111 1.389
C 6.367 -0.263 1.365
C 5.224 -0.800 0.807
H 5.068 -1.867 0.781
H 7.117 -0.915 1.786
H 7.443 1.534 1.828
H 5.717 3.016 0.829
F 3.561 2.232 -0.277
C 1.632 -3.445 -1.829
H 1.268 -3.342 -2.853
H 0.885 -3.983 -1.240
H 2.568 -3.998 -1.825
S -0.608 -0.788 -1.422
H 1.163 1.966 0.195
H -2.819 0.400 -1.336
H -4.549 2.042 -1.681
H -3.630 3.126 -0.599
H -3.971 1.579 1.284
C -6.331 -0.085 -0.311
C -7.461 0.093 0.711
H -7.377 -0.641 1.509
H -7.434 1.086 1.152
H -8.422 -0.039 0.221
H -6.477 0.619 -1.135
H -6.381 -1.097 -0.726
H -4.823 -0.403 2.254
H -5.149 -1.729 1.122
H -2.518 -0.195 1.275
H -2.893 -1.519 0.167
H -2.823 -1.710 3.211
H -3.221 -3.038 2.119
H -0.963 -2.870 1.081
H -0.560 -1.532 2.157
H -0.833 -3.145 2.820
*
```

=====

F_max, respectively: 0.3; 8.8; 3.0; 5.6; 5.7; 5.6; 1.2; 1.0 eV/A.